1.
This record from OMol25 describes a molecular structure, C39H38Cl6N4PSm at a distorted geometry. The level of theory is ωB97M-V/def2-TZVPD.

Calculated values
Calculated total energy: -149335.695 eV
Relative energy (zero: lowest compared OMol25 entry of this formula, charge and spin): 0.0 kcal/mol
Spin multiplicity: 6
Lowest unoccupied orbital energy (spin up / spin down): -6.8 / -5.8 eV
Total charge: +2
Frontier orbital gap (spin up / spin down): 6.83 / 7.83 eV

Each line ends with the Löwdin charge.
Cartesian coordinates (Å):
Sm: 0.08 0.57 -0.34  1.434
C: -0.45 2.89 2.66  -0.033
C: -1.04 2.70 1.29  -0.336
C: -2.14 1.85 1.10  -0.081
C: -2.78 1.76 -0.15  -0.285
C: -4.04 0.95 -0.29  -0.003
C: -2.30 2.52 -1.21  -0.042
C: -1.22 3.41 -1.05  -0.285
C: -0.86 4.37 -2.14  -0.025
C: -0.58 3.45 0.20  -0.060
H: -0.36 1.95 3.20  0.054
H: -1.10 3.54 3.24  0.110
H: 0.53 3.37 2.61  0.087
H: -2.58 1.35 1.95  0.117
H: -4.89 1.57 0.00  0.113
H: -4.03 0.08 0.36  0.061
H: -4.20 0.64 -1.32  0.096
H: -2.84 2.53 -2.15  0.134
H: -1.68 5.08 -2.27  0.111
H: -0.72 3.87 -3.09  0.046
H: 0.04 4.93 -1.90  0.089
H: 0.17 4.21 0.37  0.126
Cl: 1.41 0.04 2.08  0.727
C: 1.06 -1.53 2.78  -0.598
C: 1.94 -2.01 3.73  -0.075
C: 1.66 -3.20 4.37  -0.029
C: 0.47 -3.87 4.09  -0.029
C: -0.41 -3.37 3.15  -0.063
C: -0.11 -2.20 2.44  -0.385
P: -1.27 -1.50 1.20  1.003
C: -1.64 -2.76 -0.07  -0.410
C: -1.69 -4.14 0.12  -0.064
C: -2.05 -4.97 -0.93  -0.039
C: -2.36 -4.44 -2.18  -0.039
C: -2.30 -3.07 -2.39  -0.047
C: -1.94 -2.24 -1.33  -0.145
C: -2.79 -1.46 2.21  -0.379
C: -3.98 -2.05 1.80  -0.087
C: -5.10 -1.98 2.62  -0.048
C: -5.04 -1.31 3.83  -0.047
C: -3.85 -0.72 4.25  -0.052
C: -2.73 -0.79 3.44  -0.111
H: 2.84 -1.45 3.97  0.121
H: 2.34 -3.58 5.12  0.126
H: 0.23 -4.78 4.62  0.125
H: -1.35 -3.86 2.99  0.113
H: -1.43 -4.58 1.07  0.097
H: -2.10 -6.04 -0.77  0.121
H: -2.64 -5.09 -3.00  0.121
H: -2.51 -2.65 -3.36  0.122
H: -1.89 -1.17 -1.50  0.067
H: -4.04 -2.57 0.86  0.110
H: -6.03 -2.44 2.30  0.119
H: -5.92 -1.27 4.47  0.119
H: -3.81 -0.21 5.20  0.117
H: -1.80 -0.34 3.77  0.108
Cl: 1.51 -2.23 -0.61  0.751
C: 1.14 -1.79 -2.27  -0.691
C: 0.55 -0.54 -2.40  -0.421
C: 0.22 -0.20 -3.71  -0.710
Cl: -0.55 1.35 -3.88  0.747
C: 0.46 -1.01 -4.81  -0.698
Cl: 0.03 -0.50 -6.39  0.745
C: 1.05 -2.26 -4.60  -0.688
Cl: 1.35 -3.30 -5.92  0.755
C: 1.40 -2.67 -3.31  -0.701
Cl: 2.10 -4.20 -3.02  0.743
C: 3.65 0.57 -0.43  -0.204
N: 4.94 1.10 -0.76  -0.078
C: 4.94 1.55 -2.15  -0.135
N: 3.93 2.59 -2.36  -0.075
C: 2.64 2.06 -2.04  -0.182
N: 2.54 1.59 -0.60  -0.171
C: 2.92 2.77 0.25  -0.187
N: 4.22 3.30 -0.07  -0.078
C: 5.23 2.25 0.10  -0.139
C: 4.24 3.72 -1.48  -0.139
H: 3.66 0.24 0.61  0.091
H: 3.43 -0.28 -1.08  0.100
H: 4.73 0.70 -2.81  0.137
H: 5.92 1.95 -2.41  0.138
H: 2.43 1.21 -2.69  0.108
H: 1.88 2.83 -2.19  0.120
H: 2.91 2.46 1.30  0.115
H: 2.18 3.56 0.09  0.106
H: 5.25 1.93 1.15  0.136
H: 6.21 2.65 -0.15  0.138
H: 5.22 4.11 -1.72  0.138
H: 3.50 4.51 -1.63  0.133

---

2.
This record from OMol25 describes C7H11N in the gas phase at a distorted geometry. The level of theory is ωB97M-V/def2-TZVPD.

Calculated values
Calculated total energy: -8924.365 eV
SMILES string: C[C@@H]1C=C[C@@]2(CN2)C1
Relative energy (zero: lowest compared OMol25 entry of this formula, charge and spin): 77.6 kcal/mol
Spin multiplicity: 1
Lowest unoccupied orbital energy: 1.0 eV
Total charge: 0
Frontier orbital gap: 9.22 eV

Each line ends with the Löwdin charge.
Cartesian coordinates (Å):
C: 1.95 0.90 1.37  -0.086
C: 0.53 0.88 0.76  -0.310
C: -0.15 -0.27 1.50  -0.090
C: -0.85 -1.03 0.74  -0.053
C: -0.66 -0.73 -0.66  -0.412
C: -1.85 -0.75 -1.64  -0.140
N: -0.73 -1.56 -1.88  0.052
C: 0.28 0.48 -0.80  -0.049
H: 1.70 1.35 2.35  0.083
H: 2.64 1.59 0.79  0.093
H: 2.33 -0.07 1.35  0.052
H: 0.10 1.82 1.01  0.115
H: 0.14 -0.33 2.59  0.130
H: -1.60 -1.76 1.09  0.126
H: -1.81 0.14 -2.27  0.104
H: -2.80 -1.04 -1.10  0.126
H: -0.25 -1.20 -2.61  0.047
H: -0.18 1.32 -1.27  0.090
H: 1.21 0.26 -1.36  0.120

---

3.
This record from OMol25 describes 4 unconnected molecules or ions with the total composition C30H64ClN4O5P2S at a distorted geometry. The level of theory is ωB97M-V/def2-TZVPD.

Calculated values
Calculated total energy: -90276.399 eV
Relative energy (zero: lowest compared OMol25 entry of this formula, charge and spin): 27.9 kcal/mol
Spin multiplicity: 4
Lowest unoccupied orbital energy (spin up / spin down): 0.6 / 0.0 eV
Total charge: 0
Frontier orbital gap (spin up / spin down): 8.75 / 8.40 eV

Each line ends with the Löwdin charge.
Cartesian coordinates (Å):
C: -0.46 -1.82 0.82  -0.102
O: -0.69 -1.45 -0.54  -0.281
C: 0.33 -0.65 -1.13  -0.762
C: 1.76 -1.32 -1.11  -0.285
N: 2.74 -0.70 -0.23  -0.013
P: -0.16 -0.59 -2.96  0.403
S: -0.01 1.17 -3.76  0.142
P: 0.39 1.16 -0.57  0.587
O: -1.21 1.66 -0.69  -0.362
Cl: 0.71 1.24 1.51  0.233
H: 0.48 -1.47 1.24  0.044
H: -0.54 -2.91 0.89  0.096
H: -1.26 -1.41 1.44  0.092
H: 2.18 -1.27 -2.11  0.088
H: 1.64 -2.37 -0.83  0.118
H: 2.46 -0.71 0.74  0.028
H: 3.03 0.21 -0.54  0.060
H: -1.46 -1.17 -3.03  -0.013
H: 0.67 -1.50 -3.65  -0.009
H: -1.70 0.98 -1.16  0.023
C: 5.34 -5.62 1.32  -0.035
C: 4.63 -4.32 1.77  -0.491
C: 5.65 -3.38 2.41  -0.131
C: 6.10 -3.86 3.79  -0.173
C: 4.90 -4.09 4.70  -0.132
C: 3.83 -5.01 4.09  -0.494
N: 3.50 -4.63 2.69  -0.075
O: 2.69 -3.61 2.71  -0.028
C: 4.29 -6.48 4.15  -0.035
C: 2.58 -4.96 4.98  -0.046
C: 4.11 -3.70 0.47  -0.050
H: 6.00 -5.41 0.48  0.086
H: 5.98 -6.06 2.08  0.056
H: 4.62 -6.37 1.00  0.094
H: 5.21 -2.38 2.51  0.126
H: 6.51 -3.27 1.76  0.126
H: 6.70 -4.77 3.71  0.103
H: 6.75 -3.10 4.24  0.113
H: 5.23 -4.51 5.65  0.125
H: 4.45 -3.12 4.94  0.124
H: 3.63 -7.12 3.57  0.093
H: 4.28 -6.84 5.18  0.084
H: 5.31 -6.63 3.80  0.059
H: 2.21 -3.95 5.12  0.078
H: 2.82 -5.35 5.97  0.086
H: 1.78 -5.57 4.56  0.091
H: 3.36 -4.34 0.01  0.092
H: 4.92 -3.56 -0.24  0.092
H: 3.67 -2.72 0.63  0.040
C: 1.27 8.17 1.11  -0.038
C: 0.91 7.78 -0.33  -0.496
C: -0.50 7.17 -0.36  -0.133
C: -0.55 5.77 0.25  -0.168
C: 0.47 4.86 -0.42  -0.143
C: 1.89 5.43 -0.45  -0.485
N: 1.92 6.85 -0.90  -0.079
O: 1.83 6.88 -2.20  -0.016
C: 2.54 5.31 0.95  -0.032
C: 2.76 4.55 -1.35  -0.042
C: 0.90 9.11 -1.10  -0.046
H: 0.66 9.03 1.43  0.084
H: 1.07 7.39 1.84  0.055
H: 2.32 8.47 1.19  0.093
H: -0.85 7.12 -1.40  0.126
H: -1.19 7.83 0.16  0.123
H: -0.38 5.82 1.33  0.104
H: -1.55 5.36 0.12  0.114
H: 0.48 3.89 0.09  0.062
H: 0.14 4.66 -1.44  0.129
H: 3.48 5.86 0.99  0.092
H: 2.76 4.27 1.17  0.078
H: 1.90 5.66 1.76  0.059
H: 2.34 4.45 -2.35  0.081
H: 2.82 3.54 -0.93  0.068
H: 3.77 4.94 -1.43  0.091
H: 1.90 9.55 -1.12  0.091
H: 0.23 9.81 -0.62  0.084
H: 0.56 8.99 -2.13  0.078
C: -7.13 0.35 -1.88  -0.035
C: -6.33 -0.36 -2.99  -0.495
C: -7.19 -1.45 -3.63  -0.133
C: -7.40 -2.66 -2.71  -0.174
C: -6.05 -3.21 -2.25  -0.132
C: -5.13 -2.15 -1.63  -0.491
N: -5.06 -0.92 -2.46  -0.075
O: -4.23 -1.12 -3.45  -0.032
C: -5.60 -1.81 -0.20  -0.031
C: -3.74 -2.76 -1.45  -0.047
C: -6.04 0.73 -4.03  -0.041
H: -7.93 0.95 -2.33  0.086
H: -7.62 -0.33 -1.19  0.056
H: -6.49 1.03 -1.31  0.094
H: -6.73 -1.79 -4.56  0.126
H: -8.16 -1.03 -3.91  0.125
H: -8.02 -2.39 -1.85  0.103
H: -7.94 -3.43 -3.25  0.113
H: -6.22 -4.01 -1.53  0.125
H: -5.55 -3.67 -3.11  0.125
H: -5.06 -0.94 0.18  0.093
H: -5.40 -2.64 0.47  0.085
H: -6.67 -1.62 -0.13  0.060
H: -3.33 -3.15 -2.38  0.080
H: -3.77 -3.59 -0.75  0.091
H: -3.04 -2.02 -1.05  0.067
H: -5.40 1.51 -3.60  0.092
H: -6.98 1.20 -4.34  0.086
H: -5.56 0.35 -4.92  0.080

---

4.
This record from OMol25 describes 2 unconnected molecules or ions with the total composition C9H7Br2ClO at a distorted geometry. The level of theory is ωB97M-V/def2-TZVPD.

Calculated values
Calculated total energy: -164099.656 eV
SMILES string: C=C(Br)c1ccccc1.O=C(Cl)Br
Relative energy (zero: lowest compared OMol25 entry of this formula, charge and spin): 0.0 kcal/mol
Spin multiplicity: 1
Lowest unoccupied orbital energy: 0.3 eV
Total charge: 0
Frontier orbital gap: 9.14 eV

Each line ends with the Löwdin charge.
Cartesian coordinates (Å):
C: -1.71 -1.14 -2.12  -0.019
C: -1.46 -1.31 -0.79  -0.726
Br: -2.52 -2.54 0.16  0.767
C: -0.30 -0.78 -0.03  -0.334
C: -0.12 0.59 -0.16  -0.068
C: 0.82 1.14 0.65  -0.102
C: 1.66 0.36 1.43  -0.069
C: 1.58 -1.08 1.31  -0.017
C: 0.56 -1.66 0.49  -0.053
H: -0.94 -0.45 -2.66  0.118
H: -2.48 -1.76 -2.55  0.052
H: -0.83 1.27 -0.66  0.083
H: 0.94 2.26 0.66  0.128
H: 2.36 0.77 2.06  0.072
H: 2.13 -1.66 2.03  0.094
H: 0.34 -2.67 0.37  0.078
O: -4.24 0.24 -1.18  -0.033
C: -3.97 0.74 -0.15  -1.334
Cl: -4.06 -0.07 1.35  0.643
Br: -3.35 2.55 -0.03  0.720

---

5.
This record from OMol25 describes a molecular structure, C24H60In2N4NaO12P at a distorted geometry. The level of theory is ωB97M-V/def2-TZVPD.

Calculated values
Calculated total energy: -80396.873 eV
Relative energy (zero: lowest compared OMol25 entry of this formula, charge and spin): 0.0 kcal/mol
Spin multiplicity: 1
Lowest unoccupied orbital energy: -15.9 eV
Total charge: +4
Frontier orbital gap: 2.14 eV

Each line ends with the Löwdin charge.
Cartesian coordinates (Å):
In: 2.27 -2.13 -3.93  1.249
In: -1.53 -3.47 -2.22  1.223
Na: 0.34 1.19 -3.63  0.528
P: 0.40 -1.05 -1.30  -0.033
O: 1.26 0.16 -1.07  -0.317
O: 1.24 -2.38 -1.45  -0.392
O: -0.07 -1.06 -2.80  -0.442
O: -0.80 -1.44 -0.47  -0.371
C: 2.27 5.33 2.25  -0.062
O: 2.34 4.80 0.95  -0.153
C: 1.11 4.33 0.47  -0.221
C: 1.36 3.97 -1.01  -0.149
N: 0.48 2.96 -1.61  -0.053
C: -0.96 3.12 -1.41  -0.193
C: -1.77 3.78 -2.50  -0.207
O: -1.66 3.02 -3.70  -0.242
C: -2.57 3.52 -4.72  -0.035
H: 1.76 6.30 2.30  0.113
H: 3.27 5.51 2.62  0.106
H: 1.64 4.67 2.88  0.094
H: 0.36 5.13 0.50  0.138
H: 0.82 3.46 1.08  0.100
H: 2.39 3.62 -1.12  0.120
H: 1.31 4.93 -1.54  0.136
H: 0.80 2.08 -1.21  0.041
H: -1.16 3.65 -0.47  0.120
H: -1.38 2.10 -1.38  0.114
H: -1.48 4.81 -2.74  0.143
H: -2.80 3.76 -2.12  0.134
H: -2.21 4.49 -5.08  0.105
H: -3.57 3.51 -4.30  0.098
H: -2.42 2.87 -5.58  0.092
C: 7.29 1.21 -0.09  -0.028
O: 6.40 0.57 -1.01  -0.192
C: 5.18 1.22 -1.20  -0.211
C: 4.44 0.46 -2.32  -0.142
N: 3.86 -0.82 -1.96  -0.030
C: 4.71 -1.72 -1.25  -0.142
C: 4.06 -3.07 -1.07  -0.183
O: 3.75 -3.67 -2.30  -0.261
C: 3.05 -4.89 -2.09  -0.068
H: 7.98 1.81 -0.68  0.110
H: 7.82 0.50 0.53  0.101
H: 6.73 1.92 0.54  0.094
H: 5.36 2.24 -1.57  0.152
H: 4.67 1.35 -0.23  0.130
H: 5.26 0.28 -3.02  0.151
H: 3.70 1.13 -2.75  0.122
H: 3.03 -0.65 -1.36  0.083
H: 4.90 -1.23 -0.27  0.167
H: 5.71 -1.78 -1.67  0.157
H: 3.08 -2.85 -0.55  0.134
H: 4.52 -3.74 -0.33  0.165
H: 3.53 -5.58 -1.40  0.120
H: 2.91 -5.40 -3.05  0.113
H: 2.02 -4.68 -1.76  0.081
C: -3.06 -1.49 -4.52  -0.084
O: -3.42 -1.78 -3.19  -0.306
C: -3.94 -0.66 -2.53  -0.200
C: -4.45 -1.05 -1.16  -0.146
N: -3.51 -1.90 -0.49  0.001
C: -3.88 -2.50 0.77  -0.146
C: -2.80 -3.50 1.17  -0.208
O: -2.67 -4.43 0.14  -0.318
C: -3.59 -5.53 0.16  -0.041
H: -2.72 -2.36 -5.07  0.098
H: -2.24 -0.76 -4.52  0.084
H: -3.92 -1.07 -5.04  0.116
H: -4.57 0.03 -3.10  0.151
H: -3.10 0.03 -2.29  0.126
H: -5.41 -1.58 -1.24  0.152
H: -4.73 -0.20 -0.51  0.157
H: -2.61 -1.43 -0.33  0.076
H: -4.88 -2.93 0.73  0.140
H: -3.98 -1.67 1.52  0.141
H: -2.92 -3.88 2.19  0.145
H: -1.88 -2.90 1.13  0.108
H: -3.37 -6.24 0.95  0.110
H: -3.57 -6.02 -0.81  0.099
H: -4.62 -5.18 0.28  0.100
C: 2.10 1.03 2.12  -0.060
O: 0.85 1.07 2.78  -0.126
C: -0.27 0.97 1.97  -0.211
C: -1.49 1.26 2.83  -0.112
N: -1.49 0.62 4.10  0.125
C: -2.66 -0.13 4.49  -0.108
C: -2.24 -0.97 5.70  -0.190
O: -3.40 -1.16 6.45  -0.085
C: -3.27 -1.74 7.72  -0.021
H: 2.25 1.82 1.38  0.083
H: 2.40 0.05 1.71  0.096
H: 2.86 1.19 2.89  0.112
H: -0.40 -0.09 1.66  0.130
H: -0.28 1.49 1.01  0.112
H: -2.40 1.10 2.24  0.145
H: -1.45 2.35 3.04  0.186
H: -0.61 0.08 4.19  0.163
H: -3.11 -0.73 3.68  0.139
H: -3.36 0.60 4.93  0.175
H: -1.54 -0.39 6.33  0.161
H: -1.79 -1.94 5.45  0.154
H: -2.44 -2.42 7.91  0.117
H: -4.21 -2.26 7.93  0.121
H: -3.23 -0.92 8.45  0.137

---

6.
This record from OMol25 describes a molecular structure, C16H21N4O11V at a distorted geometry. The level of theory is ωB97M-V/def2-TZVPD.

Calculated values
Calculated total energy: -71086.892 eV
Relative energy (zero: lowest compared OMol25 entry of this formula, charge and spin): 24.2 kcal/mol
Spin multiplicity: 1
Lowest unoccupied orbital energy: -3.0 eV
Total charge: 0
Frontier orbital gap: 6.49 eV

Each line ends with the Löwdin charge.
Cartesian coordinates (Å):
O: -10.25 -12.05 5.15  -0.330
V: -9.57 -11.97 3.71  1.110
O: -10.57 -12.09 2.49  -0.337
C: -11.91 -8.78 5.00  -0.100
C: -11.12 -8.74 3.71  -0.407
O: -9.98 -9.54 3.69  -0.274
H: -12.47 -9.68 5.23  0.039
H: -12.63 -7.96 5.04  0.078
H: -11.27 -8.62 5.87  0.073
H: -10.83 -7.70 3.58  0.108
H: -11.76 -8.96 2.85  0.075
C: -11.27 -8.01 0.11  0.022
N: -11.54 -7.68 -1.26  -0.451
O: -11.88 -6.54 -1.59  0.052
O: -11.57 -8.59 -2.08  0.056
H: -10.20 -7.82 0.21  0.114
H: -11.46 -9.06 0.30  0.101
H: -11.82 -7.31 0.74  0.104
C: -9.56 -5.62 7.05  0.041
N: -8.26 -6.05 6.49  -0.423
O: -7.31 -6.03 7.28  0.042
O: -8.22 -6.61 5.38  0.045
H: -10.28 -5.92 6.28  0.090
H: -9.44 -4.56 7.28  0.103
H: -9.74 -6.15 7.99  0.102
C: -13.69 -12.96 6.43  -0.042
C: -13.21 -11.87 7.16  -0.062
C: -13.95 -10.65 7.26  0.007
C: -15.25 -10.55 6.69  -0.126
C: -15.68 -11.68 5.93  -0.044
C: -14.94 -12.79 5.81  -0.089
N: -16.06 -9.37 6.93  -0.354
O: -17.09 -9.22 6.29  0.080
O: -15.57 -8.59 7.72  0.078
H: -13.00 -13.76 6.20  0.105
H: -12.21 -11.87 7.57  0.099
H: -13.49 -9.86 7.84  0.110
H: -16.62 -11.56 5.42  0.113
H: -15.46 -13.47 5.15  0.113
C: -13.80 -11.50 2.47  -0.073
C: -14.32 -12.53 1.71  -0.066
C: -15.72 -12.69 1.65  0.009
C: -16.51 -11.63 2.20  -0.093
C: -15.94 -10.53 2.85  -0.034
C: -14.57 -10.49 3.07  -0.061
N: -18.05 -11.68 2.02  -0.321
O: -18.47 -12.74 1.56  0.055
O: -18.64 -10.60 2.03  0.070
H: -12.73 -11.42 2.45  0.065
H: -13.67 -13.17 1.13  0.109
H: -16.09 -13.58 1.18  0.110
H: -16.51 -9.73 3.29  0.118
H: -14.13 -9.72 3.67  0.091